Molecular formula: C3H7N3S
Method: DFT, ωB97M-V/def2-TZVPD

Structure (XYZ):
```
14
Properties=species:S:1:pos:R:3:mulliken_charge:R:1
C -1.016 0.167 -0.212 0.460
C -0.621 1.020 -1.427 -0.697
C 0.293 0.009 0.500 -0.201
H -2.344 -1.220 -1.082 0.226
H -1.368 -1.783 0.161 0.237
H -1.760 0.610 0.460 0.353
H -0.545 2.065 -1.156 0.277
H -1.334 0.873 -2.243 0.346
H 0.693 -0.336 -2.255 0.306
H 2.214 0.229 -0.341 0.209
N -1.409 -1.163 -0.638 -0.680
N 0.750 0.546 -1.722 -0.481
N 1.217 0.290 -0.453 -0.003
S 0.538 -0.333 2.062 -0.352
```

Computed properties:
- relative energy (zero: lowest compared OMol25 entry of this formula, charge and spin) (eV) = 1.348
- charge = 0
- DFT total energy (eV) = -18529.1226
- HOMO energy (eV) = -8.339
- gap between HOMO and LUMO (eV) = 9.03